# 1
Molecular formula: C3H5NO3
Method: DFT, ωB97M-V/def2-TZVPD

Atoms and positions in Å:
N  -0.885  0.911  0.452
C  -0.580  -0.390  0.834
O  -0.618  -0.780  1.973
C  -0.101  -1.214  -0.377
O  0.459  -0.270  -1.299
C  1.211  0.641  -0.624
O  1.752  0.425  0.427
H  -0.817  1.638  1.141
H  -1.359  1.113  -0.412
H  0.632  -1.963  -0.067
H  -0.942  -1.703  -0.878
H  1.248  1.592  -1.170

As for the LUMO energy: 0.6993 eV. The energy above the lowest of the compared OMol25 structures with the same formula, charge and spin comes out at 143.2 kJ/mol. Its molar mass is 103.077 g mol⁻¹. The largest force on an atom comes out at 0.9 eV Å⁻¹. The value obtained for the HOMO energy is -10.181 eV.


# 2
Molecular formula: C3H5NO3
Method: DFT, ωB97M-V/def2-TZVPD

Atoms and positions in Å:
O  -1.320  1.563  -2.082
C  -0.820  0.644  -1.490
N  -0.042  0.830  -0.390
C  0.765  -0.246  0.015
C  0.369  -0.867  1.393
O  1.144  -1.559  2.021
O  -0.864  -0.652  1.892
H  -0.846  -0.336  -1.909
H  0.242  1.727  -0.109
H  0.881  -1.066  -0.643
H  1.793  0.059  0.136
H  -1.302  -0.097  1.168

As for the LUMO energy: 0.4936 eV. The energy above the lowest of the compared OMol25 structures with the same formula, charge and spin comes out at 103.0 kJ/mol. Its molar mass is 103.077 g mol⁻¹. The largest force on an atom comes out at 3.0 eV Å⁻¹. The value obtained for the HOMO energy is -10.285 eV.


Question: Among the records above, which one has the lowest LUMO energy?
Answer: number 2


Repeat the first record exactly.
Molecular formula: C3H5NO3
Method: DFT, ωB97M-V/def2-TZVPD

Atoms and positions in Å:
N  -0.885  0.911  0.452
C  -0.580  -0.390  0.834
O  -0.618  -0.780  1.973
C  -0.101  -1.214  -0.377
O  0.459  -0.270  -1.299
C  1.211  0.641  -0.624
O  1.752  0.425  0.427
H  -0.817  1.638  1.141
H  -1.359  1.113  -0.412
H  0.632  -1.963  -0.067
H  -0.942  -1.703  -0.878
H  1.248  1.592  -1.170

As for the LUMO energy: 0.6993 eV. The energy above the lowest of the compared OMol25 structures with the same formula, charge and spin comes out at 143.2 kJ/mol. Its molar mass is 103.077 g mol⁻¹. The largest force on an atom comes out at 0.9 eV Å⁻¹. The value obtained for the HOMO energy is -10.181 eV.


Question: Which of these has the highest LUMO energy?
Answer: number 1